An isolated ion of composition C11H12ClN2S and charge +1, computed with ωB97M-V with the def2-TZVPD basis set.

Each atom is followed by the atoms it is bonded to, with distances in Å.
Geometry (Å):
1 N -0.83 0.91 1.54  C2 1.457, H16 1.061, H17 1.034, H18 1.032
2 C -1.37 0.25 0.35  N1 1.457, S3 1.865, C11 1.675, N15 1.434
3 S -0.46 1.04 -1.06  C2 1.865, C4 1.787
4 C 1.21 0.74 -0.50  S3 1.787, C5 1.380, C10 1.439
5 C 1.85 -0.43 -0.87  C4 1.380, C6 1.414, H19 1.115
6 C 3.23 -0.62 -0.61  C5 1.414, C7 1.378, H20 1.087
7 C 3.73 0.40 0.17  C6 1.378, Cl8 1.694, C9 1.348
8 Cl 5.25 0.03 0.81  C7 1.694
9 C 3.20 1.60 0.51  C7 1.348, C10 1.414, H21 1.054
10 C 1.86 1.85 0.16  C4 1.439, C9 1.414, H22 1.034
11 C -1.06 -1.39 0.21  C2 1.675, C12 1.311, H23 1.059
12 C -1.98 -2.04 -0.45  C11 1.311, C13 1.588, H24 1.061
13 C -3.19 -1.23 -1.08  C12 1.588, C14 1.417, H25 1.048, H26 1.096
14 C -3.52 -0.06 -0.36  C13 1.417, N15 1.245, H27 1.067
15 N -2.77 0.58 0.40  C2 1.434, C14 1.245
16 H -1.05 0.36 2.42  N1 1.061
17 H -1.29 1.82 1.44  N1 1.034
18 H 0.18 1.08 1.43  N1 1.032
19 H 1.29 -1.16 -1.49  C5 1.115
20 H 3.86 -1.45 -0.92  C6 1.087
21 H 3.74 2.36 1.00  C9 1.054
22 H 1.53 2.82 0.22  C10 1.034
23 H -0.06 -1.57 0.50  C11 1.059
24 H -1.89 -3.10 -0.51  C12 1.061
25 H -2.94 -1.03 -2.08  C13 1.048
26 H -3.95 -2.02 -0.98  C13 1.096
27 H -4.53 0.26 -0.26  C14 1.067

Its structure (SMILES) is [NH3+][C@@]1(Sc2ccc(Cl)cc2)C=CCC=N1. As for the charge: +1. The calculation puts the strongest force on any atom at 4.911 eV/Å. For the highest occupied orbital energy, the calculation gives -12.58 eV.